DFT (ωB97M-V with the def2-TZVPD basis set) results for C5H11NO2 as an isolated structure.

Computed properties:
electronic energy: -402.2336 Eh
net charge: 0
relative energy (zero: lowest compared OMol25 entry of this formula, charge and spin): 90.7 kcal per mole
molar mass: 117.1 g/mol

Positions of all 19 atoms, in Å:
C: 1.2896 -0.3949 -0.0194
C: 2.0710 0.6811 -0.7262
C: 1.1242 -0.3998 1.3806
H: 1.2230 -1.3472 -0.5417
H: -0.0509 -0.0085 -0.4775
H: 1.0469 -1.3615 1.8789
H: 3.1383 0.4445 -0.6708
H: 1.9184 1.6515 -0.2510
H: 1.7952 0.7667 -1.7771
H: -0.1540 0.0411 1.4396
H: 1.6467 0.3675 1.9467
C: -1.1832 0.4556 -0.2428
C: -2.5837 -1.3751 -0.4916
O: -1.1660 1.7270 -0.8287
N: -1.9828 -0.4271 -1.0740
O: -1.2804 0.4257 1.0571
H: -1.1293 2.3515 -0.0938
H: -2.5498 -1.5381 0.5890
H: -3.1730 -2.0601 -1.0972

Force components x, y, z for each atom (eV/Å):
-0.07 0.05 0.30
-0.02 0.02 0.00
0.13 -0.03 -0.23
-0.03 0.03 0.01
-0.07 0.04 -0.02
-0.02 0.03 -0.04
-0.07 -0.01 0.01
0.00 -0.05 0.00
0.00 -0.02 0.05
-0.24 0.08 -0.18
-0.03 0.00 -0.04
0.16 -0.02 0.19
0.11 0.15 -0.02
-0.02 -0.19 0.14
-0.06 -0.07 0.13
0.18 -0.07 -0.25
-0.01 -0.06 -0.02
0.04 0.07 -0.05
0.03 0.04 0.01

---

DFT (ωB97M-V with the def2-TZVPD basis set) results for a 2-piece molecular cluster, C5H11NO2 overall at a distorted geometry.

Computed properties:
electronic energy: -402.2957 Eh
net charge: 0
relative energy (zero: lowest compared OMol25 entry of this formula, charge and spin): 51.7 kcal per mole
molar mass: 117.1 g/mol

Positions of all 19 atoms, in Å:
C: -1.7075 0.4745 1.3275
N: -0.9776 -0.4773 0.9427
C: -1.1387 -0.9268 -0.4388
C: 0.2356 -1.2243 -1.0491
C: 1.2951 -0.0898 -1.0498
C: 0.8265 1.3016 -1.4304
O: -0.2244 1.7803 -1.0943
H: -2.4179 0.9472 0.6458
H: -1.6466 0.8264 2.3487
H: -1.6479 -0.1290 -0.9931
H: -1.7555 -1.8128 -0.4449
H: 0.6377 -1.9401 -0.3327
H: 0.1000 -1.4501 -2.1050
H: 1.8612 -0.0054 -0.1204
H: 2.0410 -0.3586 -1.7820
H: 1.5714 1.9146 -1.9735
O: 1.1694 0.5847 2.7781
H: 0.5348 -0.1211 2.9348
H: 1.2435 0.7060 1.8362

Force components x, y, z for each atom (eV/Å):
-0.08 -0.26 -0.39
0.01 -0.38 0.24
0.33 1.52 -0.04
-0.13 1.22 1.00
-0.63 0.30 -0.42
0.23 -0.15 0.67
-0.08 0.10 -0.27
-0.08 0.18 0.08
0.06 0.12 0.11
-0.11 -0.29 -0.17
-0.07 -0.42 -0.01
0.23 -0.87 -0.94
0.08 -0.98 0.22
-0.19 0.03 0.23
0.42 -0.17 -0.26
-0.04 0.03 -0.13
0.38 0.24 0.94
0.03 -0.03 -0.49
-0.33 -0.20 -0.36

---

DFT (ωB97M-V with the def2-TZVPD basis set) results for one molecule with the formula C5H11NO2 at a distorted geometry.

Computed properties:
electronic energy: -402.3011 Eh
net charge: 0
relative energy (zero: lowest compared OMol25 entry of this formula, charge and spin): 48.3 kcal per mole
molar mass: 117.1 g/mol

Positions of all 19 atoms, in Å:
C: -1.6016 -1.4336 -0.7153
C: -1.0936 -1.6482 0.4872
C: -0.4078 -0.6260 1.3534
N: -0.3326 0.7341 0.8367
C: 0.6319 1.1161 -0.2727
C: 1.6411 0.0541 -0.6715
O: 1.2374 2.1806 0.3631
O: -0.1478 1.5188 -1.3789
H: -1.5931 -0.4593 -1.1819
H: -2.0575 -2.2293 -1.2841
H: -1.0896 -2.6491 0.9049
H: -0.9385 -0.5746 2.3118
H: 0.6060 -0.9628 1.5858
H: -1.2561 1.0614 0.5703
H: 1.1422 -0.8100 -1.1035
H: 2.3179 0.5072 -1.3937
H: 2.2267 -0.2485 0.1928
H: 0.4488 2.1577 1.1425
H: 0.2663 2.3113 -1.7472

Force components x, y, z for each atom (eV/Å):
-0.15 0.04 0.03
0.36 -0.03 -0.06
-0.12 0.16 -0.02
-0.42 -0.73 -0.88
-0.63 -0.77 1.21
-0.23 0.15 0.16
-1.85 0.87 1.78
0.03 0.17 -0.10
0.07 0.12 -0.01
-0.04 -0.13 0.01
-0.13 -0.09 0.02
0.12 -0.03 -0.04
-0.07 -0.03 0.03
-0.01 -0.15 -0.23
0.05 0.02 -0.10
0.00 -0.06 -0.07
0.04 -0.01 0.04
3.02 0.62 -1.90
-0.04 -0.12 0.15

---

| no. | HOMO (eV) |
| --- | --- |
| 1 | -9.475 |
| 2 | -9.747 |
| 3 | -9.580 |